No. 1
{"formula": "C5H8N2", "method": "the ωB97M-V functional and the def2-TZVPD basis", "energy_ev": -8290.1946, "orbital_gap_ev": [8.4, 8.4], "multiplicity": 1, "lumo_energy_ha": [-0.0329, -0.0326], "e_homo_ev": [-9.3, -9.3], "species": ["C", "C", "C", "N", "C", "C", "N", "H", "H", "H", "H", "H", "H", "H", "H"], "coordinates": [[1.485, 0.631, 0.503], [0.052, 0.201, 0.200], [-0.623, 1.135, -0.798], [0.117, -1.202, -0.323], [-0.680, -0.091, 1.488], [-0.886, -2.094, -0.195], [-1.743, -2.863, -0.030], [1.482, 1.627, 0.961], [2.098, 0.668, -0.403], [1.929, -0.062, 1.224], [0.012, 1.303, -1.676], [-1.577, 0.721, -1.137], [-0.815, 2.107, -0.329], [1.039, -1.617, -0.260], [-1.752, -0.144, 1.199]], "lowdin_charge": [-0.069, -0.690, -0.041, 0.073, 0.241, -0.338, 0.146, 0.091, 0.085, 0.082, 0.086, 0.083, 0.089, 0.140, 0.020]}

No. 2
{"formula": "C23H23N2S2Se4Tc", "method": "the ωB97M-V functional and the def2-TZVPD basis", "energy_ev": -312454.3267, "charge": 1, "orbital_gap_ev": [5.8, 5.8], "multiplicity": 2, "lumo_energy_ha": [-0.1646, -0.1632], "s2": 0.927, "e_homo_ev": [-10.3, -10.3], "species": ["Tc", "C", "C", "C", "C", "C", "H", "H", "H", "H", "H", "S", "C", "N", "C", "C", "N", "C", "C", "C", "C", "C", "C", "C", "C", "S", "C", "C", "C", "C", "C", "C", "C", "H", "H", "H", "H", "H", "H", "H", "H", "H", "H", "H", "H", "H", "H", "H", "H", "H", "H", "Se", "Se", "Se", "Se"], "coordinates": [[-2.823, 1.979, 1.054], [-4.607, 3.410, 1.467], [-4.987, 2.539, 0.413], [-4.123, 2.785, -0.677], [-3.198, 3.784, -0.290], [-3.503, 4.179, 1.036], [-5.149, 3.548, 2.392], [-5.851, 1.895, 0.406], [-4.221, 2.363, -1.666], [-2.495, 4.277, -0.944], [-3.052, 4.998, 1.572], [-0.443, 2.143, 0.987], [0.194, 0.674, 0.360], [1.514, 0.450, 0.349], [2.002, -0.834, -0.112], [1.148, -1.331, -1.276], [-0.247, -1.327, -0.895], [-1.075, -2.451, -1.274], [-0.577, -3.703, -0.598], [0.012, -4.716, -1.340], [0.476, -5.859, -0.714], [0.365, -5.988, 0.660], [-0.207, -4.972, 1.409], [-0.672, -3.829, 0.784], [-0.706, -0.292, -0.175], [-2.396, -0.066, 0.010], [2.492, 1.467, 0.679], [3.207, 1.910, -0.577], [2.511, 2.584, -1.574], [3.154, 2.961, -2.741], [4.495, 2.661, -2.922], [5.193, 1.995, -1.931], [4.549, 1.613, -0.765], [1.964, -1.559, 0.712], [3.040, -0.725, -0.431], [1.437, -2.347, -1.548], [1.293, -0.679, -2.148], [-1.061, -2.569, -2.362], [-2.097, -2.241, -0.959], [0.092, -4.617, -2.414], [0.930, -6.642, -1.300], [0.719, -6.884, 1.145], [-0.285, -5.070, 2.482], [-1.123, -3.035, 1.366], [3.206, 1.067, 1.403], [1.965, 2.308, 1.131], [1.467, 2.825, -1.430], [2.611, 3.484, -3.516], [4.998, 2.950, -3.831], [6.237, 1.759, -2.063], [5.098, 1.099, 0.010], [-1.536, -0.057, 4.222], [-2.474, -0.151, 6.564], [-4.232, 1.129, 6.622], [-3.230, 1.105, 3.238]], "mulliken_spin": [0.435, -0.030, 0.007, -0.003, 0.008, 0.010, -0.004, 0.002, 0.001, 0.001, 0.003, 0.029, -0.031, -0.031, 0.000, -0.001, -0.032, 0.006, -0.003, 0.000, 0.000, 0.000, 0.001, -0.002, -0.028, 0.020, 0.004, -0.001, 0.000, 0.000, 0.000, 0.000, 0.000, -0.002, 0.001, 0.000, -0.002, -0.002, -0.001, 0.000, 0.000, 0.000, 0.000, 0.001, -0.001, -0.001, -0.002, 0.000, 0.000, 0.000, 0.000, -0.086, 0.330, 0.669, -0.265]}

No. 3
{"formula": "C10H35NO7", "method": "the ωB97M-V functional and the def2-TZVPD basis", "energy_ev": -26749.0027, "orbital_gap_ev": 9.8, "multiplicity": 1, "lumo_energy_ha": 0.0208, "smiles": "COC[C@H](C)N.CO.CO.CO.CO.CO.CO", "e_homo_ev": -9.3, "species": ["C", "C", "C", "O", "C", "N", "H", "H", "H", "H", "H", "H", "H", "H", "H", "H", "H", "C", "O", "H", "H", "H", "H", "C", "O", "H", "H", "H", "H", "C", "O", "H", "H", "H", "H", "C", "O", "H", "H", "H", "H", "C", "O", "H", "H", "H", "H", "C", "O", "H", "H", "H", "H"], "coordinates": [[31.457, 26.762, 35.759], [30.663, 25.773, 36.495], [29.581, 25.174, 35.682], [28.566, 26.206, 35.349], [27.472, 25.482, 34.596], [31.691, 24.721, 36.847], [32.014, 26.503, 34.820], [32.247, 27.303, 36.382], [30.773, 27.603, 35.304], [30.325, 26.310, 37.373], [29.038, 24.426, 36.265], [29.869, 24.491, 34.906], [26.983, 26.223, 34.247], [26.933, 25.057, 35.276], [27.794, 24.905, 33.833], [32.591, 25.061, 36.832], [31.810, 24.127, 35.853], [35.738, 26.432, 36.764], [35.005, 25.828, 35.719], [36.438, 25.808, 37.283], [35.166, 26.837, 37.577], [36.522, 27.147, 36.559], [35.271, 26.302, 35.018], [31.359, 24.750, 42.405], [32.122, 23.616, 42.054], [30.965, 25.350, 41.486], [31.954, 25.480, 42.958], [30.531, 24.505, 42.860], [32.394, 23.600, 41.147], [38.040, 23.201, 40.461], [37.879, 23.928, 39.259], [38.019, 21.987, 40.304], [37.156, 23.612, 41.184], [38.921, 23.830, 40.976], [38.722, 24.343, 38.865], [35.712, 25.498, 42.755], [36.972, 25.430, 43.330], [35.388, 26.565, 42.363], [35.012, 24.955, 43.252], [35.572, 25.032, 41.867], [36.867, 25.097, 44.261], [33.317, 20.156, 40.017], [34.108, 19.588, 41.077], [32.466, 19.769, 39.977], [33.869, 20.255, 38.895], [33.196, 21.166, 40.186], [34.618, 19.039, 40.716], [34.107, 24.097, 39.280], [32.864, 23.620, 39.300], [34.679, 23.144, 39.586], [34.296, 24.441, 40.340], [34.456, 24.930, 38.654], [32.228, 23.870, 38.673]], "lowdin_charge": [-0.120, -0.436, -0.206, -0.157, -0.001, 0.040, 0.089, 0.097, 0.111, 0.145, 0.123, 0.113, 0.029, 0.040, 0.068, -0.006, 0.172, -0.171, -0.048, 0.058, 0.068, 0.081, 0.011, -0.152, -0.110, 0.112, 0.073, 0.007, 0.007, -0.199, -0.219, 0.121, 0.086, 0.110, 0.114, -0.200, -0.106, 0.131, 0.052, -0.013, 0.112, -0.092, -0.020, -0.010, 0.159, 0.022, -0.062, -0.181, -0.124, 0.116, 0.064, 0.078, 0.025]}

No. 4
{"formula": "C10H16", "method": "the ωB97M-V functional and the def2-TZVPD basis", "energy_ev": -10626.5307, "orbital_gap_ev": 9.8, "multiplicity": 1, "lumo_energy_ha": 0.0351, "smiles": "CCc1ccccc1.CC", "e_homo_ev": -8.9, "species": ["C", "C", "H", "H", "H", "H", "H", "H", "C", "C", "C", "C", "C", "C", "C", "C", "H", "H", "H", "H", "H", "H", "H", "H", "H", "H"], "coordinates": [[-1.610, -1.986, 2.525], [-1.477, -2.892, 1.342], [-2.342, -1.119, 2.490], [-1.600, -2.328, 3.485], [-0.656, -1.422, 2.646], [-2.028, -2.672, 0.463], [-1.808, -3.835, 1.723], [-0.380, -3.290, 1.337], [-1.056, 0.563, -1.807], [-1.683, 1.895, -1.599], [0.145, 0.566, -0.957], [0.023, 0.860, 0.394], [1.312, 0.331, -1.605], [1.156, 0.956, 1.178], [2.374, 0.239, -0.728], [2.337, 0.438, 0.638], [-1.580, -0.490, -1.582], [-0.760, 0.386, -2.982], [-2.342, 1.795, -0.714], [-0.953, 1.048, 0.820], [1.298, 0.091, -2.703], [1.170, 0.903, 2.199], [3.316, -0.031, -1.152], [3.214, 0.159, 1.205], [-2.634, 2.291, -2.161], [-1.041, 2.689, -1.360]], "lowdin_charge": [-0.193, -0.165, 0.088, 0.020, 0.056, 0.049, 0.039, 0.110, -0.246, -0.138, -0.329, -0.047, -0.041, -0.066, -0.103, -0.083, 0.154, 0.145, 0.067, 0.112, 0.132, 0.072, 0.091, 0.102, 0.110, 0.063]}

No. 5
{"formula": "C5H10ClN3OS", "method": "the ωB97M-V functional and the def2-TZVPD basis", "energy_ev": -35198.9968, "charge": 2, "orbital_gap_ev": 9.0, "multiplicity": 1, "lumo_energy_ha": -0.3824, "e_homo_ev": -19.4, "species": ["C", "C", "C", "C", "C", "N", "N", "N", "O", "S", "Cl", "H", "H", "H", "H", "H", "H", "H", "H", "H", "H"], "coordinates": [[0.031, -0.834, 0.611], [-2.338, -1.209, 0.235], [1.688, -2.305, -0.218], [-3.095, 2.071, -1.282], [1.444, -1.085, 0.636], [-2.775, -0.177, 0.695], [-0.618, 0.971, 1.415], [-0.943, -1.593, 0.459], [-2.001, 1.877, -0.401], [-2.146, 1.354, 1.076], [-3.070, -2.452, -0.576], [1.302, -3.205, 0.224], [2.725, -2.430, -0.370], [1.248, -2.404, -1.206], [-2.870, 2.853, -2.009], [-4.016, 2.233, -0.652], [-3.067, 1.216, -1.927], [1.990, -0.066, 0.520], [1.804, -1.265, 1.630], [0.092, 1.629, 1.203], [-0.810, -2.586, 0.258]], "lowdin_charge": [0.056, -0.799, -0.044, -0.052, -0.136, -0.057, -0.091, 0.132, -0.388, 1.168, 0.986, 0.096, 0.099, 0.107, 0.119, 0.130, 0.089, 0.194, 0.161, 0.069, 0.161]}

No. 6
{"formula": "C12H35NO9", "method": "the ωB97M-V functional and the def2-TZVPD basis", "energy_ev": -32924.4788, "orbital_gap_ev": 9.6, "multiplicity": 1, "lumo_energy_ha": 0.0179, "smiles": "COC[C@H](C)N.OCCO.OCCO.OCCO.OCCO", "e_homo_ev": -9.2, "species": ["C", "C", "C", "O", "C", "N", "H", "H", "H", "H", "H", "H", "H", "H", "H", "H", "H", "C", "C", "O", "O", "H", "H", "H", "H", "H", "H", "C", "C", "O", "O", "H", "H", "H", "H", "H", "H", "C", "C", "O", "O", "H", "H", "H", "H", "H", "H", "C", "C", "O", "O", "H", "H", "H", "H", "H", "H"], "coordinates": [[5.814, -31.954, 4.686], [4.276, -32.361, 4.650], [3.391, -31.259, 5.338], [3.514, -31.499, 6.716], [2.862, -30.631, 7.560], [3.850, -32.723, 3.255], [6.408, -32.851, 4.864], [5.977, -31.324, 5.561], [6.177, -31.460, 3.785], [4.152, -33.381, 5.016], [2.364, -31.136, 4.993], [3.948, -30.354, 5.093], [2.331, -29.938, 6.907], [3.654, -30.091, 8.079], [2.248, -31.263, 8.202], [4.461, -33.442, 2.895], [3.930, -31.872, 2.717], [1.271, -36.325, 4.704], [1.618, -34.751, 4.874], [1.483, -33.947, 3.778], [2.262, -36.814, 3.808], [0.269, -36.378, 4.278], [1.407, -36.886, 5.628], [2.641, -34.594, 5.217], [0.947, -34.239, 5.564], [2.382, -33.708, 3.541], [2.098, -37.732, 3.578], [3.908, -27.037, 4.720], [4.088, -27.557, 6.153], [5.427, -27.290, 6.636], [4.142, -28.085, 3.805], [4.561, -26.196, 4.487], [2.909, -26.629, 4.568], [3.827, -28.609, 6.263], [3.511, -27.032, 6.914], [5.831, -27.872, 7.284], [5.019, -27.959, 3.436], [1.918, -29.089, 1.430], [1.241, -29.784, 0.199], [0.532, -30.966, 0.634], [2.796, -29.901, 2.182], [1.162, -28.767, 2.145], [2.527, -28.264, 1.060], [2.076, -30.202, -0.364], [0.629, -29.163, -0.454], [1.076, -31.397, 1.298], [3.291, -29.335, 2.778], [6.388, -36.321, 0.948], [5.308, -36.948, 1.869], [4.270, -36.000, 2.106], [7.046, -35.246, 1.727], [5.993, -36.174, -0.058], [7.247, -36.981, 0.826], [5.644, -37.285, 2.849], [4.811, -37.781, 1.371], [3.538, -36.421, 2.561], [6.665, -35.353, 2.601]], "lowdin_charge": [-0.034, -0.326, -0.181, -0.195, -0.116, 0.042, 0.066, 0.064, 0.073, 0.106, 0.133, 0.086, 0.082, 0.088, 0.098, 0.073, 0.059, -0.164, -0.256, -0.073, -0.107, 0.113, 0.110, 0.097, 0.114, 0.004, 0.095, -0.195, -0.197, -0.083, -0.080, 0.127, 0.122, 0.073, 0.117, 0.079, 0.110, -0.235, -0.195, -0.081, -0.099, 0.118, 0.113, 0.107, 0.118, 0.067, 0.026, -0.173, -0.243, -0.089, -0.093, 0.115, 0.105, 0.117, 0.113, 0.030, 0.051]}